Record 1
DFT (the ωB97M-V functional and the def2-TZVPD basis) results for a cluster of 15 separate species, C59H89NO27 in total in a non-equilibrium geometry.

Atoms and positions in Å:
C (-0.80010, -2.66249, 4.07469)
C (3.64542, -1.70134, 3.15792)
C (4.45093, -1.90610, 2.00942)
H (2.11322, 2.27026, 5.42304)
C (-3.71042, -0.97489, -4.89448)
O (2.03798, -5.00580, 2.08777)
C (-0.61578, 4.18699, -2.11917)
C (0.48003, -5.18888, -2.49669)
C (-1.09952, -4.27525, -3.96856)
H (3.05127, 1.97398, -7.22293)
H (-1.47001, -2.78951, 5.97136)
C (-0.33167, 2.53160, 4.80075)
C (-1.90502, -4.65964, 4.71529)
O (-1.79896, -2.85757, 3.20050)
C (-0.26186, -3.21439, -3.20001)
C (0.21774, 0.09097, -0.07179)
H (-7.79139, -0.37596, 1.10771)
O (-7.81767, 2.64864, -3.80716)
H (4.69087, 1.43337, -0.44745)
O (1.04325, 7.64339, 1.54519)
H (-5.41731, 3.65038, -3.99429)
H (-0.29668, -2.00681, 0.27377)
H (-3.20061, 2.20678, -3.91485)
C (1.46176, 5.21244, 1.41331)
C (2.16697, -4.77026, 3.47301)
C (2.73034, 1.17286, -4.26018)
O (3.06952, 6.90917, 1.21160)
H (3.00280, 3.71541, 1.19279)
C (-5.30695, 4.49067, -1.97673)
C (5.61580, 1.95923, -0.68423)
O (0.59393, -3.79584, -2.46261)
H (1.54453, -6.27124, 5.09411)
H (-0.30011, 0.51304, 5.71359)
C (-6.63854, 5.36183, -2.07592)
H (6.59305, -2.29444, 1.71017)
H (1.40763, -5.74417, -2.63563)
H (4.10801, -1.88838, 0.98546)
H (5.79129, 2.17887, -1.73735)
H (-4.55800, 4.28438, 5.31459)
H (6.03676, -3.70582, -3.37098)
H (3.20216, -4.44712, 3.58287)
H (2.94095, -6.65006, 4.31253)
O (0.80487, 3.89839, -3.94307)
O (-3.82333, 1.56533, 4.25024)
C (1.14568, -6.98800, 3.05671)
H (-1.59893, 1.19188, -5.73539)
H (-4.39653, -1.87618, 1.77927)
O (-2.64590, 1.40541, -1.46731)
O (-1.16297, 3.33330, 5.05649)
C (5.76881, -2.00751, 3.76428)
O (-8.19719, -2.96148, 1.49650)
O (-6.24648, -2.33041, 2.48386)
H (3.42766, -4.43499, -0.45700)
C (5.83841, -1.96441, 2.40873)
H (5.26130, -2.38313, -1.54500)
C (2.67164, 4.65204, 0.74428)
H (-5.40812, 0.38630, -4.22438)
H (-4.82096, -0.84245, 3.22796)
H (2.42420, 0.04956, -6.89599)
H (-0.76352, -6.40846, -3.64533)
H (-2.87444, -1.06962, -0.15495)
H (-1.96731, -4.37042, -3.31589)
C (-0.19444, -5.48631, -3.76328)
H (0.09439, -6.95822, 3.34310)
H (2.13467, 1.62687, 3.02400)
H (5.69129, -3.63213, -0.43649)
H (-1.14859, 3.24250, -2.22943)
C (-5.58665, 3.35107, -2.95996)
H (-5.18652, 2.39638, -2.61853)
O (5.56219, 3.11073, 0.03745)
C (-1.08637, -3.50793, 5.24692)
H (1.41615, -8.04320, 3.01832)
H (-1.49762, -5.67048, 4.69757)
O (6.18594, 3.76380, 2.05444)
C (-7.13151, 3.29155, -3.02331)
C (-0.68313, -0.99230, 0.37143)
H (1.22443, 2.87821, -2.19809)
H (-0.99389, -0.72575, 1.38161)
H (1.60447, 2.80241, -6.58415)
H (4.12268, -2.08074, 5.11350)
H (4.73440, 5.67735, 0.67353)
H (0.54288, 4.93427, 0.89718)
C (-0.34905, 4.63780, -4.38732)
H (-2.04307, -4.97230, 2.58449)
C (6.02729, -4.22975, -2.41521)
H (-1.46484, 0.61858, -4.16310)
C (-3.45361, 1.43073, -4.63723)
O (0.02213, -1.71125, 4.07198)
H (-2.17308, 5.16305, -3.41505)
O (1.02298, -6.49394, 0.63194)
C (6.06781, 2.89479, 1.21719)
H (-3.98288, 3.72875, 1.93160)
C (1.25197, 1.36814, 3.60881)
C (4.22851, -5.56103, -2.00932)
O (-4.13808, -2.09720, -4.90511)
C (-1.91277, -0.82980, -0.60859)
O (-7.69710, 4.42204, -2.42293)
O (-0.63195, 1.21763, -0.49350)
H (1.99913, 0.51142, 5.56380)
C (1.77854, 6.71325, 1.40384)
H (5.95954, 1.00996, 1.93401)
H (6.57075, 0.09198, -0.22108)
C (1.58741, 0.37687, -4.88196)
H (7.03196, -4.36061, -2.01317)
H (1.37389, -4.10144, 3.80735)
H (7.77873, 1.31425, -0.49284)
C (5.21423, -3.46266, -1.40178)
H (1.73266, -0.65431, -4.55999)
H (0.91247, -0.14570, -0.87766)
C (3.90690, -4.15136, -1.39401)
H (-0.82351, 6.20022, -2.86068)
H (-2.87713, 2.39701, 2.04397)
H (0.78219, 0.65442, -6.88933)
O (2.95548, 2.13982, -5.06772)
C (-4.32478, 0.31020, -4.13139)
O (-0.53453, 4.77281, -5.50798)
O (5.42410, -5.55384, -2.43999)
H (0.22472, 1.74744, 6.74992)
C (-4.02246, 2.67287, 3.83317)
C (-2.20619, -4.18397, 3.31936)
H (-2.83079, -4.89586, 5.23991)
H (-3.77643, 1.97425, -5.52520)
H (-0.56946, 4.59026, -1.10756)
C (1.37854, -6.18221, 1.75669)
H (-5.04094, -0.16484, 0.47159)
H (3.06925, -3.76202, -1.97268)
H (-3.28387, -4.07241, 3.20002)
C (3.79200, 5.61284, 1.21743)
O (-0.42354, -1.98489, -3.14128)
H (0.91460, 0.41555, 3.20033)
O (0.24040, 2.40412, 3.53606)
H (-0.04901, -5.57890, -1.62715)
H (2.59027, 4.44576, -0.32292)
H (3.99519, 5.25464, 2.22664)
N (4.49841, -2.01317, 4.17843)
H (-1.32289, -4.04275, -5.00979)
H (1.40597, 4.88075, 2.45011)
H (-5.44686, 4.39147, 3.79127)
C (-3.34185, 3.19023, 2.62958)
O (3.32057, 0.99640, -3.23071)
C (6.77663, 1.15488, -0.09472)
C (2.34156, 2.02154, -6.39701)
H (7.66727, 1.73145, 1.98460)
C (-5.18182, -1.38631, 2.35497)
H (-0.15234, -3.91570, 5.63346)
H (-5.92593, 3.20056, 4.91257)
H (-2.50875, 3.81057, 2.96009)
H (1.50098, 4.59962, -2.14404)
C (1.53351, 1.39552, 5.12832)
H (-6.97898, 5.78123, -1.12918)
O (3.64639, -6.62386, -1.87963)
C (0.20692, 1.47773, 5.69397)
C (-5.03705, 3.70091, 4.52835)
O (-2.49408, -0.61654, -5.33981)
C (-6.98224, -1.02564, 0.77411)
C (-1.11041, 5.19669, -3.17482)
H (-7.01667, -1.28623, -0.28372)
H (-4.09913, 0.15961, -3.07569)
H (-5.12018, 4.20769, -0.94081)
C (1.99037, -6.15833, 4.10589)
H (-6.52071, 6.21164, -2.74826)
C (1.72384, 0.67341, -6.34066)
H (-4.40058, 4.97646, -2.33814)
C (-7.21402, -2.18758, 1.59472)
H (0.63883, 0.74552, -4.49158)
C (-2.18026, 0.65666, -4.98458)
C (-1.83262, 0.68482, -0.84707)
C (-5.73771, -0.40549, 1.27452)
C (6.74432, 1.57153, 1.42720)
H (0.54314, -5.50622, -4.56557)
H (2.57587, -1.61422, 3.27983)
H (6.57661, -2.11012, 4.47373)
C (0.82584, 3.83647, -2.53121)
H (-1.91723, -1.37368, -1.55320)
H (0.87750, 0.39192, 0.74200)
H (-6.01410, 0.60783, 1.56587)

Values from the calculation:
- HOMO-LUMO gap (Eh) = 0.3276
- LUMO level (eV) = -0.176

***

Record 2
DFT (the ωB97M-V functional and the def2-TZVPD basis) results for the molecule C5F6O in a non-equilibrium geometry.

Atoms and positions in Å:
F (-2.33674, -1.15490, -1.54045)
F (3.75287, 0.08898, 0.54048)
F (-4.10128, -0.27417, -0.35499)
C (-0.99685, 0.71018, 0.99504)
C (1.43715, -0.05732, 0.44197)
F (2.62843, 0.45100, -1.31745)
C (-2.87235, -0.09503, -0.90721)
C (0.32174, 0.40639, 0.68717)
F (2.87245, -1.56054, -0.53886)
C (2.68803, -0.31038, -0.20018)
O (-2.10566, 0.33036, 0.19815)
F (-1.28779, 1.46541, 1.99633)

Values from the calculation:
- HOMO-LUMO gap (alpha / beta) (Eh) = 0.3293 / 0.2748
- LUMO level (alpha / beta) (eV) = -1.206 / -1.240
- relative energy (zero: lowest compared OMol25 entry of this formula, charge and spin) (kcal per mole) = 0.0

***

Record 3
DFT (the ωB97M-V functional and the def2-TZVPD basis) results for a cluster of 3 separate species, C5H10 in total.

Atoms and positions in Å:
C (-1.82898, 0.03943, 0.31070)
H (0.70737, 1.82198, 0.07230)
C (-1.60699, 0.53850, -1.08498)
C (1.46216, -1.20724, 0.28294)
H (-2.84612, -0.10489, 0.68451)
H (0.80462, -1.79197, 0.92375)
C (-1.35823, -0.71414, -0.89664)
H (0.15428, 2.26469, -0.15580)
H (-1.10948, 0.30231, 1.09368)
H (2.69479, 0.49806, 0.06705)
H (1.60854, -1.57258, -0.73157)
H (-1.00915, -1.66245, -1.27155)
C (2.04643, -0.09363, 0.71170)
H (1.89246, 0.27914, 1.72252)
H (-1.61170, 1.40280, -1.72861)

Values from the calculation:
- HOMO-LUMO gap (Eh) = 0.3933
- LUMO level (eV) = 1.347
- relative energy (zero: lowest compared OMol25 entry of this formula, charge and spin) (kcal per mole) = 111.2

***

Record 4
DFT (the ωB97M-V functional and the def2-TZVPD basis) results for the molecule C5H10.

Atoms and positions in Å:
H (0.37753, -2.05522, 0.43174)
H (-1.64956, 0.34340, 0.93663)
H (1.36619, 0.64984, 1.28811)
H (1.80005, -1.17695, -0.10033)
C (-0.04570, -0.59620, -1.14948)
H (-0.72991, 1.84569, 1.10574)
H (-0.92165, -1.23387, -1.31906)
H (0.30860, 1.54374, -1.08294)
C (0.73001, -1.07029, 0.10718)
H (0.30040, -0.42774, 2.18503)
H (0.56191, -0.64604, -2.05913)
C (0.48408, 0.00459, 1.19576)
C (-0.49491, 0.83865, -0.83267)
H (-1.38643, 1.14511, -1.39019)
C (-0.70063, 0.83530, 0.68360)

Values from the calculation:
- HOMO-LUMO gap (Eh) = 0.4524
- LUMO level (eV) = 1.256
- relative energy (zero: lowest compared OMol25 entry of this formula, charge and spin) (kcal per mole) = 0.1

***

Record 5
DFT (the ωB97M-V functional and the def2-TZVPD basis) results for the molecule C5H10.

Atoms and positions in Å:
H (-1.84535, 1.16480, 0.50810)
H (-0.81442, -0.71297, 1.66125)
C (0.20454, 1.25067, -0.34147)
H (1.08442, -1.84973, 0.71317)
H (0.22834, 1.68777, -1.34649)
C (0.54668, -1.17906, 0.03342)
H (0.37061, 2.08217, 0.35487)
C (-0.83985, -0.79392, 0.56645)
H (-1.67647, 0.39127, -1.04705)
C (1.29282, 0.15766, -0.15319)
H (1.98488, 0.10170, -1.00063)
C (-1.15885, 0.55891, -0.09341)
H (1.90025, 0.37668, 0.73546)
H (-1.59925, -1.54277, 0.32191)
H (0.44638, -1.71310, -0.92146)

Values from the calculation:
- HOMO-LUMO gap (Eh) = 0.4513
- LUMO level (eV) = 1.243
- relative energy (zero: lowest compared OMol25 entry of this formula, charge and spin) (kcal per mole) = 1.1

***

Record 6
DFT (the ωB97M-V functional and the def2-TZVPD basis) results for a structure of composition C5H10AgO3 in a non-equilibrium geometry.

Atoms and positions in Å:
C (-2.46423, 1.78986, -0.49297)
H (-2.23332, -0.76873, 0.89186)
C (-0.59753, -1.27966, -0.35899)
H (3.04064, -0.00585, 1.30172)
C (2.69029, 0.14359, 0.23463)
O (2.72747, 0.49811, -1.08796)
H (-3.35598, 1.70420, 0.14894)
C (1.80994, -1.12778, 0.24988)
H (-2.75489, 1.58166, -1.53381)
H (-0.75808, -2.36292, -0.25245)
H (2.22310, -1.82151, 1.00043)
H (2.90372, 1.19951, 0.58039)
Ag (-0.00121, 0.99679, 1.33147)
H (-2.06099, 2.80911, -0.41656)
H (1.83434, -1.73287, -0.67076)
O (-1.46523, 0.89077, -0.08543)
O (0.45917, -0.89780, 0.62737)
H (-0.14829, -1.07643, -1.34371)
C (-1.84894, -0.54007, -0.12406)

Values from the calculation:
- HOMO-LUMO gap (alpha / beta) (Eh) = 0.1815 / 0.1893
- expectation value of S² = 2.0120
- LUMO level (alpha / beta) (eV) = 3.684 / 2.496
- 2S+1 = 3
- charge = -1

***

Record 7
DFT (the ωB97M-V functional and the def2-TZVPD basis) results for the molecule C5H10BN in a non-equilibrium geometry.

Atoms and positions in Å:
H (-3.37556, 0.34909, 1.28833)
C (-1.65241, 0.43245, -0.08944)
C (0.65601, -1.46876, -0.31951)
H (0.22845, -1.87134, 0.59971)
C (2.33913, 0.68576, -0.12127)
N (-2.62805, 0.02411, -0.77065)
C (-0.35339, 1.07864, -0.06837)
H (1.55706, -2.03864, -0.53204)
B (0.88961, 0.07632, -0.16612)
H (-2.53421, -1.25594, 1.03301)
H (2.38410, 1.73002, 0.17808)
H (-0.25933, 1.66748, 0.84873)
H (2.78693, 0.61687, -1.11332)
H (2.99603, 0.11766, 0.53501)
H (-0.07583, -1.68557, -1.09691)
C (-2.67267, -0.23316, 0.70503)
H (-0.28587, 1.77503, -0.91026)

Values from the calculation:
- HOMO-LUMO gap (Eh) = 0.3718
- LUMO level (eV) = 0.535
- relative energy (zero: lowest compared OMol25 entry of this formula, charge and spin) (kcal per mole) = 53.2

***

Record 8
DFT (the ωB97M-V functional and the def2-TZVPD basis) results for the molecule C5H10BNO3 in a non-equilibrium geometry.

Atoms and positions in Å:
H (2.67798, -0.85184, -0.70026)
O (1.59092, 0.98976, 0.39243)
H (0.84646, 2.36234, -1.62361)
C (-0.00013, 1.73083, -1.27268)
O (-2.53720, -1.55875, 0.74815)
C (0.36031, -0.81887, 0.98617)
H (-1.12822, 1.90384, -1.30914)
C (2.63974, -1.18928, 0.28842)
B (-2.09389, -0.37796, 0.24242)
H (2.22604, -2.12433, 0.19934)
H (0.22673, -1.86229, 1.41167)
H (-3.60727, 0.23683, -0.82578)
H (-0.01366, 0.90650, -2.00899)
H (3.66279, -1.09257, 0.76034)
N (1.68787, -0.36664, 0.95863)
O (-2.71995, 0.42844, -0.59393)
H (0.05453, 1.99086, 1.05666)
C (-0.57241, -0.00099, 0.48424)
C (0.20999, 1.33876, 0.16787)
H (-3.51064, -1.64464, 0.63805)

Values from the calculation:
- HOMO-LUMO gap (Eh) = 0.2860
- LUMO level (eV) = 0.150
- relative energy (zero: lowest compared OMol25 entry of this formula, charge and spin) (kcal per mole) = 58.2